[1]
DFT (wB97M-V/def2-TZVPD) results for C48H63As3IKN5O3S3Se as an isolated structure.

Calculated values
frontier orbital gap: 6.26 eV
total charge: -1
lowest unoccupied orbital energy: 0.059 hartree
HOMO level: -4.661 eV
DFT total energy: -13567.14786 a.u.

Geometry as XYZ:
```
128
C48H63As3IKN5O3S3Se, DFT wB97M-V/def2-TZVPD
K -0.381 0.316 -0.234
C -2.250 2.490 2.195
As -2.739 0.605 1.897
C -4.668 0.934 2.041
C -2.436 0.102 3.799
C -2.493 -1.404 4.163
C -3.662 -2.128 3.462
C -1.169 -2.098 3.770
As -0.690 -2.177 1.837
C 1.155 -2.751 2.302
C -1.330 -4.001 1.472
C -2.592 -1.529 5.694
As -4.177 -1.090 6.772
C -5.301 -2.638 6.354
C -5.203 0.225 5.749
H -2.765 2.879 3.072
H -2.528 3.070 1.320
H -1.171 2.567 2.349
H -4.888 1.489 2.953
H -5.225 -0.004 2.038
H -4.967 1.517 1.174
H -3.150 0.661 4.398
H -1.443 0.490 4.047
H -3.552 -2.113 2.376
H -4.621 -1.665 3.697
H -3.707 -3.178 3.774
H -1.167 -3.126 4.143
H -0.341 -1.578 4.257
H 1.134 -3.659 2.911
H 1.657 -1.961 2.871
H 1.730 -2.945 1.405
H -1.208 -4.638 2.348
H -0.749 -4.418 0.645
H -2.378 -3.966 1.175
H -1.792 -0.944 6.144
H -2.397 -2.563 5.988
H -4.763 -3.551 6.612
H -5.583 -2.675 5.301
H -6.202 -2.585 6.966
H -4.707 1.194 5.774
H -6.165 0.319 6.252
H -5.368 -0.064 4.711
N 1.699 0.837 -1.241
S 2.394 1.185 -2.464
N 3.125 -0.076 -3.353
S 2.480 -1.317 -3.958
N 1.744 -2.403 -3.164
S 1.609 -2.503 -1.487
N 0.557 -1.718 -0.861
C 3.327 -2.306 -0.984
C 3.624 -1.223 -0.169
C 4.956 -0.930 0.107
C 5.964 -1.728 -0.421
C 5.659 -2.827 -1.228
C 4.336 -3.121 -1.522
C 1.335 -4.271 -1.468
C 2.030 -5.116 -0.619
C 1.643 -6.449 -0.528
C 0.572 -6.915 -1.275
C -0.133 -6.047 -2.109
C 0.239 -4.715 -2.205
C 3.844 -2.067 -4.795
C 4.992 -1.337 -5.073
C 6.053 -1.985 -5.695
C 5.952 -3.334 -6.024
C 4.790 -4.046 -5.735
C 3.723 -3.411 -5.116
C 1.344 -1.023 -5.276
C 1.805 -0.854 -6.579
C 0.882 -0.574 -7.575
C -0.468 -0.450 -7.258
C -0.905 -0.610 -5.945
C 0.001 -0.910 -4.936
C 3.844 2.226 -2.475
C 5.135 1.711 -2.507
C 6.206 2.592 -2.492
C 5.984 3.963 -2.439
C 4.688 4.463 -2.381
C 3.609 3.594 -2.397
C 1.434 1.944 -3.784
C 0.094 2.188 -3.526
C -0.716 2.687 -4.541
C -0.180 2.933 -5.796
C 1.173 2.692 -6.047
C 1.988 2.198 -5.042
H 2.829 -0.579 0.206
H 5.185 -0.055 0.716
H 7.001 -1.488 -0.206
H 6.450 -3.447 -1.638
H 4.088 -3.954 -2.168
H 2.850 -4.743 -0.018
H 2.177 -7.117 0.138
H 0.272 -7.954 -1.197
H -0.987 -6.404 -2.674
H -0.330 -4.017 -2.820
H 5.050 -0.291 -4.785
H 6.962 -1.435 -5.917
H 6.785 -3.835 -6.508
H 4.716 -5.099 -5.986
H 2.810 -3.947 -4.863
H 2.861 -0.935 -6.815
H 1.219 -0.447 -8.598
H -1.188 -0.226 -8.044
H -1.957 -0.505 -5.692
H -0.345 -1.068 -3.910
H 5.296 0.639 -2.512
H 7.219 2.204 -2.494
H 6.826 4.646 -2.412
H 4.515 5.529 -2.308
H 2.592 3.973 -2.335
H -0.347 1.998 -2.552
H -1.768 2.858 -4.329
H -0.816 3.314 -6.590
H 1.587 2.888 -7.029
H 3.041 2.003 -5.226
O -1.843 -1.713 -2.459
H -1.100 -1.721 -1.804
H -2.312 -0.855 -2.318
O 0.499 0.652 1.890
H 1.125 1.425 1.914
H 1.050 -0.022 1.462
O -3.680 -2.164 -0.158
H -3.167 -2.347 -0.959
H -3.926 -1.234 -0.274
I -3.210 1.488 -1.615
Se 5.608 2.574 1.324
C 3.798 2.397 1.481
N 2.635 2.271 1.582
```

Mulliken population analysis, charges in e, atoms 1 to 2: atom 1 (K): 1.312, atom 2 (C): -1.233

***

[2]
DFT (wB97M-V/def2-TZVPD) results for one molecule with the formula C28H39N3O4.

Calculated values
frontier orbital gap: 8.01 eV
SMILES: CCOc1cc(/C=C/C(=O)Nc2ccc(C(=O)NCCN(CC)CC)cc2)ccc1OCC(C)C
total charge: 0
lowest unoccupied orbital energy: 0.006 hartree
HOMO level: -7.832 eV
DFT total energy: -1555.57710 a.u.

Geometry as XYZ:
```
74
C28H39N3O4, DFT wB97M-V/def2-TZVPD
C -1.759 -7.322 2.767
C -0.322 -7.261 2.258
O -0.232 -6.849 0.909
C -0.480 -5.541 0.570
C -0.598 -4.519 1.496
C -0.837 -3.190 1.132
C -0.944 -2.197 2.174
C -1.225 -0.894 2.024
C -1.317 -0.017 3.195
O -1.512 -0.414 4.330
N -1.248 1.339 2.962
C -0.805 2.040 1.847
C -1.315 3.319 1.614
C -0.896 4.060 0.528
C 0.043 3.539 -0.358
C 0.518 4.268 -1.570
O 0.905 3.685 -2.567
N 0.460 5.618 -1.483
C 1.021 6.484 -2.491
C 2.180 7.290 -1.892
N 1.735 7.973 -0.692
C 0.904 9.145 -0.925
C -0.491 8.951 -0.329
C 2.754 8.144 0.323
C 3.961 8.997 -0.084
C 0.557 2.268 -0.119
C 0.159 1.531 0.977
C -0.950 -2.894 -0.227
C -0.825 -3.896 -1.160
C -0.591 -5.225 -0.802
O -0.497 -6.067 -1.857
C -0.234 -7.451 -1.709
C -0.113 -8.048 -3.114
C -0.042 -9.569 -3.029
C 1.112 -7.482 -3.826
H -1.769 -7.696 3.787
H -2.345 -7.991 2.141
H -2.223 -6.339 2.746
H 0.297 -6.628 2.904
H 0.111 -8.266 2.251
H -0.506 -4.737 2.548
H -0.764 -2.543 3.185
H -1.439 -0.454 1.063
H -1.542 1.900 3.753
H -2.054 3.724 2.291
H -1.331 5.034 0.358
H 0.338 6.064 -0.586
H 1.371 5.855 -3.312
H 0.243 7.157 -2.865
H 2.973 6.594 -1.610
H 2.577 7.976 -2.657
H 0.816 9.336 -1.999
H 1.357 10.035 -0.473
H -1.081 9.856 -0.452
H -1.008 8.131 -0.821
H -0.416 8.727 0.732
H 3.103 7.147 0.612
H 2.271 8.590 1.197
H 4.498 8.534 -0.908
H 3.646 9.991 -0.394
H 4.640 9.099 0.758
H 1.288 1.872 -0.808
H 0.605 0.568 1.171
H -1.128 -1.883 -0.556
H -0.907 -3.682 -2.214
H 0.696 -7.608 -1.154
H -1.053 -7.935 -1.165
H -1.009 -7.759 -3.673
H 0.826 -9.875 -2.449
H 0.042 -9.998 -4.024
H -0.932 -9.974 -2.554
H 1.161 -7.847 -4.849
H 1.063 -6.396 -3.845
H 2.022 -7.780 -3.308
```

Mulliken population analysis, charges in e, atoms 1 to 2: atom 1 (C): -1.114, atom 2 (C): -0.506

***

[3]
DFT (wB97M-V/def2-TZVPD) results for a 12-piece molecular cluster, C16H42N10O26 overall.

Calculated values
frontier orbital gap: 9.68 eV
SMILES: C[N+](=O)[O-].C[N+](=O)[O-].C[N+](=O)[O-].C[N+](=O)[O-].C[N+](=O)[O-].C[N+](=O)[O-].C[N+](=O)[O-].C[N+](=O)[O-].C[N+](=O)[O-].C[N+](=O)[O-].COC(=O)OC.COC(=O)OC
total charge: 0
lowest unoccupied orbital energy: -0.028 hartree
HOMO level: -10.428 eV
DFT total energy: -3137.56305 a.u.

Geometry as XYZ:
```
94
C16H42N10O26, DFT wB97M-V/def2-TZVPD
C 3.867 -1.274 2.952
N 4.397 0.069 3.293
O 3.640 0.863 4.010
O 5.567 0.317 2.971
H 2.951 -1.108 2.385
H 3.671 -1.772 3.902
H 4.601 -1.896 2.439
C 1.539 2.468 -1.763
N 2.293 3.017 -2.932
O 1.626 3.585 -3.786
O 3.478 2.762 -2.988
H 1.468 1.392 -1.921
H 0.576 2.979 -1.757
H 1.975 2.666 -0.783
C -2.108 -7.276 -2.578
N -2.938 -6.033 -2.582
O -4.012 -6.028 -3.217
O -2.459 -4.941 -2.257
H -1.400 -7.435 -3.391
H -2.876 -8.049 -2.606
H -1.603 -7.299 -1.612
C 3.889 -0.952 -1.928
N 4.795 -0.068 -1.139
O 5.879 -0.469 -0.793
O 4.291 0.969 -0.815
H 2.886 -0.909 -1.506
H 4.334 -1.942 -2.025
H 3.730 -0.483 -2.899
C 1.839 -4.381 2.584
N 0.799 -3.592 3.308
O -0.366 -3.773 3.113
O 1.203 -2.533 3.893
H 2.690 -4.650 3.211
H 2.141 -3.606 1.879
H 1.266 -5.216 2.182
C 1.388 5.708 3.191
N 2.057 4.566 2.453
O 1.738 4.495 1.289
O 2.599 3.706 3.198
H 2.057 5.982 4.006
H 0.544 5.214 3.674
H 1.125 6.510 2.502
C -0.790 -1.112 -3.865
N 0.608 -1.219 -3.575
O 0.992 -2.188 -2.942
O 1.376 -0.423 -4.172
H -1.249 -1.147 -2.877
H -1.110 -1.896 -4.551
H -0.932 -0.120 -4.294
C -0.881 5.639 -0.525
N -1.651 4.448 -0.068
O -2.851 4.394 -0.404
O -1.172 3.598 0.669
H -0.142 6.025 0.178
H -1.667 6.348 -0.786
H -0.409 5.338 -1.460
C -5.198 -3.752 0.296
N -6.383 -4.561 -0.067
O -6.290 -5.527 -0.804
O -7.446 -4.278 0.492
H -4.578 -4.067 1.135
H -5.541 -2.718 0.325
H -4.493 -3.882 -0.525
C 1.159 1.447 5.838
N 0.017 1.871 5.036
O -0.791 0.894 4.881
O -0.168 3.003 4.881
H 1.858 2.274 5.957
H 1.626 0.586 5.359
H 0.588 1.173 6.725
C -2.228 0.850 -1.197
O -2.815 1.173 -2.456
C -2.534 2.337 -3.085
O -1.629 3.113 -2.774
O -3.311 2.406 -4.071
C -3.269 3.541 -4.981
H -2.157 1.711 -0.531
H -1.204 0.486 -1.280
H -2.696 -0.089 -0.901
H -4.210 3.757 -5.489
H -2.594 3.595 -5.835
H -3.158 4.486 -4.450
C 0.979 1.296 1.761
O 0.037 0.413 1.081
C 0.395 -0.880 0.694
O 1.541 -1.240 0.308
O -0.769 -1.533 0.527
C -0.884 -2.749 -0.114
H 1.610 1.870 1.082
H 1.544 0.728 2.500
H 0.476 2.074 2.336
H -0.531 -2.583 -1.132
H -1.945 -2.932 -0.281
H -0.270 -3.563 0.274
```

Mulliken population analysis, charges in e, atoms 1 to 2: atom 1 (C): -0.304, atom 2 (N): 0.810

***

[4]
DFT (wB97M-V/def2-TZVPD) results for C17H18N6OPdS as an isolated structure.

Calculated values
frontier orbital gap: 7.21 eV
total charge: +2
lowest unoccupied orbital energy: -0.258 hartree
HOMO level: -14.240 eV
DFT total energy: -1587.96758 a.u.

Geometry as XYZ:
```
44
C17H18N6OPdS, DFT wB97M-V/def2-TZVPD
Pd -0.229 -0.893 -0.239
N 3.884 -1.512 -0.457
C 2.644 -1.589 0.022
N 2.441 -2.109 1.239
O 1.701 -1.155 -0.707
H 4.684 -1.856 0.045
H 4.027 -1.073 -1.351
H 3.198 -2.468 1.795
H 1.500 -2.280 1.548
C -3.645 2.074 -1.778
C -2.936 3.035 -0.880
C -1.644 2.905 -0.582
C -0.940 1.723 -1.078
C -1.491 1.071 -2.271
C -2.744 1.294 -2.662
N 0.021 1.134 -0.432
C 0.823 1.828 0.523
C 1.078 1.267 1.767
C 1.874 1.944 2.678
C 2.432 3.170 2.341
C 2.196 3.715 1.086
C 1.398 3.046 0.172
H -4.512 2.498 -2.281
H -3.531 3.812 -0.416
H -1.177 3.543 0.153
H -0.829 0.417 -2.825
H -3.152 0.850 -3.560
H 0.627 0.320 2.041
H 2.053 1.517 3.655
H 3.057 3.695 3.050
H 2.646 4.659 0.810
H 1.251 3.450 -0.823
S -4.581 0.793 -0.669
C -3.213 -0.049 -0.217
N -2.176 -0.450 0.082
N -1.302 -4.820 0.561
C -0.412 -5.062 -0.457
C 0.075 -3.850 -0.822
N -0.517 -2.883 -0.030
C -1.347 -3.504 0.792
H -1.839 -5.517 1.055
H -0.212 -6.051 -0.828
H 0.784 -3.599 -1.590
H -1.967 -3.038 1.539
```

Mulliken population analysis, charges in e, atoms 1 to 2: atom 1 (Pd): 0.840, atom 2 (N): -0.426

***

[5]
DFT (wB97M-V/def2-TZVPD) results for an isolated ion of composition C5H8IN2 and charge +1.

Calculated values
frontier orbital gap (alpha / beta): 6.66 / 6.66 eV
SMILES: C/C=[NH+]/C=N\C=C\I
total charge: +1
lowest unoccupied orbital energy (alpha / beta): -0.212 / -0.212 hartree
HOMO level (alpha / beta): -12.420 / -12.420 eV
DFT total energy: -602.15214 a.u.

Geometry as XYZ:
```
16
C5H8IN2, DFT wB97M-V/def2-TZVPD
C 1.619 -1.585 -0.196
C 0.806 -0.426 -0.563
N 1.117 0.819 -0.461
C 0.244 1.836 0.000
N -0.887 1.759 0.545
C -1.643 0.705 0.969
C -2.189 -0.092 0.059
I -3.639 -1.445 0.510
H 1.140 -2.340 0.250
H 2.409 -1.103 0.523
H 2.143 -1.919 -1.051
H -0.072 -0.695 -1.027
H 2.178 0.959 -0.419
H 0.684 2.903 -0.235
H -2.017 0.735 1.990
H -1.891 -0.110 -0.894
```

Mulliken population analysis, charges in e, atoms 1 to 2: atom 1 (C): -1.271, atom 2 (C): 0.291

***

[6]
DFT (wB97M-V/def2-TZVPD) results for a 12-piece molecular cluster, C32H79N7O11S5 overall.

Calculated values
frontier orbital gap: 7.96 eV
total charge: 0
lowest unoccupied orbital energy: -0.006 hartree
HOMO level: -8.128 eV
DFT total energy: -4468.46873 a.u.

Geometry as XYZ:
```
134
C32H79N7O11S5, DFT wB97M-V/def2-TZVPD
C -1.343 -0.146 -1.190
C -0.692 -0.310 0.185
C 0.601 0.487 0.392
C 0.353 1.886 0.100
N 0.023 2.993 -0.181
H -1.334 0.866 -1.567
H -2.413 -0.395 -1.158
H -0.851 -0.825 -1.898
H -0.530 -1.407 0.321
H -1.442 -0.013 0.951
H 1.419 0.082 -0.214
H 0.943 0.451 1.474
C -0.442 -4.773 4.023
S -0.042 -3.133 3.540
O 0.363 -3.116 2.106
C -1.623 -2.439 3.530
H -0.805 -4.568 5.028
H 0.441 -5.375 3.937
H -1.340 -5.115 3.499
H -2.144 -2.515 4.455
H -2.140 -3.047 2.793
H -1.548 -1.417 3.173
C 3.026 1.648 -4.246
S 2.822 2.328 -2.631
O 2.856 1.130 -1.702
C 4.404 3.083 -2.217
H 3.327 2.447 -4.938
H 2.100 1.133 -4.487
H 3.835 0.902 -4.207
H 4.629 3.833 -2.947
H 5.114 2.260 -2.299
H 4.235 3.444 -1.219
C 2.804 3.613 2.109
S 1.311 3.154 2.986
O 1.446 1.716 3.200
C 1.797 3.877 4.505
H 2.836 4.677 1.933
H 2.712 3.168 1.123
H 3.604 3.251 2.745
H 2.383 3.082 4.942
H 0.929 4.136 5.134
H 2.374 4.770 4.379
C 3.276 -0.977 1.849
S 4.575 -2.001 2.359
O 4.379 -2.416 3.792
C 4.247 -3.384 1.337
H 3.235 -0.032 2.405
H 2.318 -1.512 1.985
H 3.547 -0.783 0.833
H 3.282 -3.801 1.553
H 5.015 -4.108 1.510
H 4.378 -3.090 0.314
C -0.417 -3.729 -5.788
S -1.198 -2.364 -5.085
O -1.407 -2.776 -3.649
C 0.137 -1.251 -5.107
H -0.213 -3.576 -6.827
H -1.059 -4.610 -5.682
H 0.511 -3.923 -5.290
H -0.072 -0.409 -4.448
H 0.244 -0.879 -6.133
H 1.002 -1.822 -4.728
C 2.389 5.763 -0.906
C 1.801 6.404 0.328
O 2.442 6.997 1.140
N 0.475 6.405 0.418
C -0.405 7.133 1.317
H 2.548 6.486 -1.692
H 1.671 4.994 -1.202
H 3.344 5.303 -0.637
H 0.031 5.591 0.024
H -0.818 7.998 0.756
H 0.173 7.521 2.133
H -1.221 6.450 1.626
C -4.713 -1.385 -4.112
C -4.226 -0.002 -3.764
O -4.345 0.539 -2.672
N -3.626 0.670 -4.778
C -3.264 2.013 -4.644
H -4.369 -1.635 -5.120
H -5.798 -1.382 -4.064
H -4.266 -2.106 -3.405
H -3.697 0.264 -5.691
H -2.980 2.273 -3.621
H -4.007 2.747 -4.979
H -2.361 2.145 -5.278
C -4.504 4.779 2.961
C -3.664 4.380 1.742
O -2.769 5.087 1.287
N -4.018 3.200 1.275
C -3.356 2.635 0.129
H -5.591 4.768 2.784
H -4.239 5.806 3.304
H -4.337 4.070 3.749
H -4.800 2.721 1.676
H -2.351 2.322 0.431
H -3.146 3.443 -0.612
H -3.900 1.803 -0.285
C -1.913 1.657 3.116
C -2.052 1.053 4.454
O -3.072 1.024 5.136
N -0.965 0.426 4.937
C -0.924 -0.266 6.178
H -2.650 1.173 2.455
H -0.875 1.495 2.770
H -2.121 2.734 3.192
H -0.091 0.541 4.424
H -1.413 -1.233 6.108
H -1.405 0.355 6.896
H 0.111 -0.494 6.427
C -1.641 -4.628 -0.778
C -0.778 -5.838 -0.381
O -0.958 -6.942 -0.924
N 0.227 -5.598 0.454
C 1.234 -6.547 0.827
H -2.709 -4.910 -0.683
H -1.407 -4.390 -1.800
H -1.465 -3.743 -0.130
H 0.412 -4.609 0.663
H 1.602 -7.226 0.077
H 0.843 -7.124 1.641
H 2.095 -6.038 1.278
C 1.650 -5.591 -2.747
C 2.289 -4.324 -2.293
O 3.451 -4.319 -1.788
N 1.547 -3.209 -2.399
C 1.949 -2.003 -1.713
H 2.412 -6.227 -3.209
H 0.811 -5.354 -3.418
H 1.234 -6.076 -1.895
H 0.543 -3.302 -2.589
H 3.015 -1.910 -1.657
H 1.577 -2.028 -0.687
H 1.557 -1.106 -2.231
```

Mulliken population analysis, charges in e, atoms 1 to 2: atom 1 (C): -1.095, atom 2 (C): 1.810

***

The relative energy (zero: lowest compared OMol25 entry of this formula, charge and spin) results, record by record, are as follows: 0.088; 1.458; 1.460; 0.000; 3.033; 0.000 eV.